Density functional theory data (the ωB97M-V functional and the def2-TZVPD basis) for a 2-piece molecular cluster, C2H3FN2O overall at a distorted geometry.

```
9
Properties=species:S:1:pos:R:3:forces:R:3
F -2.3367 0.7454 -0.5923 0.7003 -0.7127 0.4369
O 0.1174 -1.2727 -0.3842 0.2010 -0.4080 -0.2223
N 0.5642 0.8113 0.3729 -0.0699 0.2725 0.4581
N -0.7736 -0.9558 0.4859 -1.3772 -0.3926 -0.3539
C 1.0214 -0.1492 -0.5325 0.3457 0.4294 -0.3227
C -0.5002 0.3019 0.9115 0.7687 1.1237 -0.2886
H 2.0475 -0.4793 -0.3270 -0.2067 -0.1502 0.0514
H 0.9732 0.2038 -1.5724 -0.1631 -0.1007 0.0914
H -1.1130 0.7945 1.6381 -0.1988 -0.0615 0.1498
```
Positions in Å, forces in eV/Å.

Output
Kohn-Sham gap (spin up / spin down) in eV: 9.714 / 6.167
Calculated total energy in Ha: -362.43099
HOMO level (spin up / spin down) in eV: -11.92 / -9.31
Molar mass in g mol⁻¹: 90.1
Energy above the lowest of the compared OMol25 structures with the same formula, charge and spin in kcal/mol: 100.6
Maximum force in eV/Å: 1.5


Density functional theory data (the ωB97M-V functional and the def2-TZVPD basis) for C20H37As3N3O2S2Ti as an isolated structure at a distorted geometry.

```
68
Properties=species:S:1:pos:R:3:forces:R:3
As -1.8752 3.3500 -4.1143 -0.3483 0.1050 0.0381
As 0.0733 -0.5850 -1.8984 -0.9889 0.3668 -2.7875
As -0.0479 1.7132 0.8097 -1.1070 2.3999 -0.2479
Ti 0.8362 -0.6181 0.4862 -5.2363 -0.2736 0.7191
S -1.1607 -1.7761 1.1082 0.6763 0.8892 -0.7625
S -3.7813 -2.4633 2.2752 0.3599 0.0527 0.0105
O 1.9139 -0.5762 1.9363 1.4171 0.0251 1.0510
O 2.2815 -1.3212 -0.2763 1.5096 -0.4896 -0.3947
N -1.7251 -3.9509 2.6064 0.0358 0.6446 -0.4984
N 3.2547 -1.6526 0.5392 1.1808 -0.2974 0.6024
N 3.0283 -1.2583 1.7172 0.5700 -0.2694 -1.0757
C -1.8325 1.7254 -0.0867 -0.1884 -0.3671 -0.0698
C -4.0861 -4.1029 3.0283 -0.1575 -0.0188 -0.2779
C 4.8037 -2.5973 2.6329 -0.1800 0.0366 -0.1028
C 4.7509 -1.0211 4.9385 -0.0029 -0.0434 -0.0725
C 5.6598 -2.8740 3.6799 -0.0538 0.0815 -0.0299
C -3.5149 1.8945 -1.8556 0.0245 -0.1639 0.0421
C 3.8742 -0.7381 3.9100 -0.1532 0.0961 -0.1842
C 3.9043 -1.5304 2.7591 1.0153 -0.3797 1.4267
C 0.8539 3.4197 0.3995 0.4196 -0.2185 -0.0501
C -1.1691 2.6762 -2.3311 0.2343 0.0553 -0.4489
C 1.2529 -0.0831 -3.3916 0.3356 0.0416 0.3468
C -1.0015 2.1438 -5.4047 0.2416 0.2261 0.3100
C -2.1175 -2.8204 2.0548 -0.2225 -1.1118 0.7660
C 5.6293 -2.0955 4.8354 -0.0802 0.0562 -0.1432
C -1.7251 0.2203 -2.1779 -0.0961 0.0578 0.4658
C -2.0200 1.6220 -1.6174 0.3113 0.0531 -0.0001
C -2.7131 -4.6567 3.4121 -0.3555 -0.3589 0.6022
C -0.3170 -2.4134 -2.4631 0.1372 -0.4782 0.3231
C -0.6664 2.1453 2.6191 0.1561 -0.4371 0.4310
C -0.6819 4.8971 -4.2843 0.2083 -0.3277 0.0874
H 0.1845 2.2369 3.3013 -0.0926 -0.0482 -0.1803
H -2.6539 -5.7299 3.2148 0.0244 0.1572 0.0377
H -1.2054 3.1012 2.6145 0.1670 -0.2261 -0.3324
H 1.5892 3.6108 1.1918 -0.1923 -0.1478 -0.1563
H -4.5957 -4.7069 2.2750 0.0829 0.0399 0.1012
H 4.7560 -0.3981 5.8193 -0.0317 0.0110 0.0761
H -3.7771 1.6838 -2.8915 -0.0641 0.0788 0.0292
H -1.3333 1.3638 2.9941 0.0975 0.1018 -0.1022
H -0.7780 -2.4272 -3.4581 0.1253 0.2879 0.2276
H -2.3731 0.8997 0.4009 0.1020 0.2198 0.0155
H -0.7516 5.2906 -5.2969 -0.0430 -0.0652 -0.0242
H 4.7983 -3.1960 1.7345 0.0912 -0.0989 -0.0013
H -0.1401 2.2999 -2.4496 -0.0100 0.2539 0.0676
H 0.0771 2.1523 -5.2577 0.1063 -0.0889 -0.0800
H -0.7824 -4.3122 2.5369 0.0270 0.1862 -0.0883
H 6.3496 -3.7006 3.5984 0.0197 -0.0405 -0.0045
H 1.6365 0.9363 -3.2977 -0.1836 -0.1542 -0.0002
H 0.6210 -2.9781 -2.5054 -0.1674 0.1135 0.0021
H -1.1456 3.5800 -1.7146 0.0960 0.0270 -0.1128
H -1.2173 2.5183 -6.4043 -0.0275 0.0274 0.0214
H -1.3861 1.1275 -5.3434 -0.0685 -0.0221 0.0317
H 1.3743 3.3978 -0.5619 -0.1947 -0.0504 0.1623
H 0.3496 4.6006 -4.0916 0.0644 0.1072 -0.0352
H -0.9897 -2.8982 -1.7495 0.0962 0.1199 -0.1492
H -4.1400 1.2753 -1.2163 -0.0737 -0.1105 0.1106
H -2.3039 2.6632 0.2423 0.3006 -0.1511 0.0721
H 3.1925 0.0967 3.9789 -0.0277 0.0266 0.0474
H -1.9211 0.2320 -3.2571 0.2330 -0.1743 0.1540
H 0.7346 -0.2056 -4.3498 -0.0777 0.0294 0.3641
H -4.7467 -3.9697 3.8816 0.0718 -0.0309 0.0224
H -2.4096 -0.5054 -1.7146 0.1444 0.0327 -0.1581
H 6.2910 -2.3249 5.6579 0.0649 -0.0062 0.0163
H 2.1065 -0.7720 -3.3575 -0.2102 0.1207 -0.0014
H -2.4970 -4.4816 4.4736 0.0165 -0.0356 -0.2051
H -3.7440 2.9400 -1.6558 -0.0531 0.0418 -0.0360
H 0.1213 4.2366 0.4075 -0.0059 -0.4073 -0.0064
H -0.9719 5.6900 -3.5970 -0.0703 -0.0768 0.0384
```
Positions in Å, forces in eV/Å.

Output
Kohn-Sham gap in eV: 3.900
Calculated total energy in Ha: -9451.12612
HOMO level in eV: -14.80
Net charge: +3
Molar mass in g mol⁻¹: 688.3
Energy above the lowest of the compared OMol25 structures with the same formula, charge and spin in kcal/mol: 40.9
Maximum force in eV/Å: 5.3


Density functional theory data (the ωB97M-V functional and the def2-TZVPD basis) for C28H25N4O2PtSe as an isolated structure.

```
61
Properties=species:S:1:pos:R:3:forces:R:3
Pt 0.1215 0.5847 -0.3239 -0.0220 0.4792 -0.3421
Se 1.0689 -1.3939 -1.3533 0.0177 -0.1179 0.0588
O -3.3652 2.6981 -1.0186 -0.1675 -0.0441 0.0154
O 3.4760 3.2951 0.2250 0.0772 0.0622 0.1174
N 2.1119 1.4411 0.4244 -0.0632 0.0841 0.3297
N -1.8117 1.0739 -0.5041 0.0362 -0.2426 0.0211
N 0.0964 2.7812 -0.5609 0.0687 -0.0002 0.1488
N -1.5479 -4.9085 0.2873 0.2050 0.2817 -0.1356
C -2.3781 -0.7225 -2.7530 0.0042 -0.0383 0.0895
C 2.4074 2.7545 0.0794 -0.2543 -0.1895 -0.1973
C -3.7138 -2.0314 -1.0992 0.0327 -0.0083 -0.0039
C 1.1393 4.8870 -0.4685 -0.0093 0.1754 -0.0467
C -1.2246 4.7012 -0.8960 -0.0061 0.1342 -0.0414
C -3.3129 -0.1649 0.9431 0.1356 0.0925 0.0332
C 1.6361 -0.1859 2.6971 0.0936 0.0926 0.1004
C -1.0853 3.3333 -0.7863 0.0379 -0.1506 0.0263
C 4.1982 0.3231 -0.1934 -0.2021 0.2425 0.1500
C 2.8042 -0.3835 1.7864 0.0273 0.0752 -0.2664
C -2.2314 2.3586 -0.7936 0.0881 -0.1212 -0.0287
C -0.0142 -2.7862 -0.6610 0.0089 0.0503 -0.0176
C -4.3039 -2.2093 0.1376 -0.0605 0.0302 0.0852
C 3.0405 0.5109 0.6674 0.4017 -0.1150 -0.1538
C 4.8714 -1.4920 1.2477 0.0348 0.0258 -0.0474
C -1.3706 -3.8007 1.0113 -0.0596 -0.1635 -0.0546
C -2.8979 -0.9329 -1.3541 -0.0641 0.0603 -0.0670
C -0.0840 5.4823 -0.7550 0.0152 0.0527 0.0085
C -4.1068 -1.2756 1.1537 -0.0099 -0.1332 -0.0601
C 3.7381 -1.3493 2.0541 0.1378 -0.1067 -0.0652
C -0.6239 -2.7125 0.5866 -0.0244 -0.0086 -0.0076
C 1.1837 3.5118 -0.3607 0.0157 -0.1755 0.0013
C -0.9568 -4.9569 -0.9087 -0.1180 -0.0711 0.1468
C -2.6891 -0.0137 -0.3126 -0.3240 0.1100 0.0565
C -3.0919 0.8559 2.0263 -0.0263 -0.0291 -0.0788
C 4.3869 1.1130 -1.4555 -0.0004 -0.0378 0.0743
C -0.1728 -3.9350 -1.4255 -0.0387 -0.0692 -0.0476
C 5.0800 -0.6731 0.1298 0.0452 -0.2046 0.1855
H 4.7869 2.1016 -1.2380 0.0309 -0.0116 -0.0069
H -1.8561 -3.7785 1.9801 -0.0017 -0.0010 -0.0066
H -3.5273 1.8171 1.7442 0.0090 -0.0003 0.0009
H -3.8972 -2.7468 -1.8940 -0.0010 0.0415 0.0294
H -0.5290 -1.8335 1.2099 -0.0123 -0.0207 0.0065
H 0.2890 -4.0330 -2.3996 -0.0058 -0.0188 0.0323
H 1.5451 -1.0294 3.3781 -0.0072 0.0064 0.0202
H 0.7002 -0.0670 2.1542 -0.0992 0.0061 -0.0691
H -2.0278 1.0213 2.2113 0.0125 -0.0055 0.0043
H -1.7508 0.1595 -2.8443 0.0435 0.0207 0.0135
H 3.4427 1.2560 -1.9852 -0.0200 -0.0091 0.0034
H -3.5553 0.5371 2.9579 -0.0073 -0.0006 -0.0100
H -1.8117 -1.5921 -3.0927 0.0287 -0.0124 0.0101
H 1.7663 0.7240 3.2892 -0.0120 -0.0221 -0.0243
H 5.5963 -2.2612 1.4846 -0.0236 0.0187 -0.0212
H 3.6006 -2.0032 2.9059 0.0264 0.0150 -0.0084
H -3.2178 -0.6040 -3.4403 0.0090 0.0084 0.0270
H -4.5808 -1.4162 2.1184 -0.0003 0.0137 -0.0417
H 5.9433 -0.8406 -0.5020 -0.0209 -0.0277 0.0211
H -1.1123 -5.8621 -1.4839 -0.0071 -0.0043 0.0099
H -4.9439 -3.0656 0.3104 0.0484 -0.0020 0.0132
H -0.1537 6.5587 -0.8345 0.0045 -0.0032 -0.0153
H 2.0424 5.4610 -0.3144 -0.0192 0.0073 0.0170
H 5.0779 0.5960 -2.1183 -0.0289 -0.0219 0.0044
H -2.2050 5.1232 -1.0703 0.0205 0.0014 0.0031
```
Positions in Å, forces in eV/Å.

Output
Kohn-Sham gap (spin up / spin down) in eV: 7.362 / 5.586
Calculated total energy in Ha: -3971.94947
Expectation value of S²: 6.053
HOMO level (spin up / spin down) in eV: -10.61 / -11.66
Net charge: +1
Molar mass in g mol⁻¹: 723.6
2S+1: 5
Energy above the lowest of the compared OMol25 structures with the same formula, charge and spin in kcal/mol: 0.0
Maximum force in eV/Å: 0.6